{"formula": "C30H36N6O3PdS", "method": "ωB97M-V/def2-TZVPD", "symbols": ["Pd", "C", "O", "C", "C", "C", "C", "C", "C", "N", "N", "C", "O", "C", "C", "C", "C", "C", "C", "C", "O", "H", "H", "H", "H", "H", "H", "H", "H", "H", "H", "H", "H", "N", "C", "C", "C", "C", "N", "C", "C", "H", "H", "H", "H", "C", "C", "C", "C", "N", "C", "S", "N", "C", "C", "C", "C", "H", "H", "H", "H", "H", "H", "H", "H", "H", "H", "H", "H", "H", "H", "H", "H", "H", "H", "H", "H"], "positions_angstrom": [[1.3549, 0.3536, -0.9739], [3.8559, -1.7125, 2.4828], [3.0384, -1.1034, 3.5170], [2.4077, 0.0331, 3.3940], [2.0484, 0.6531, 4.6161], [1.4324, 1.8670, 4.6153], [1.1461, 2.5060, 3.3886], [1.4064, 1.9229, 2.1543], [1.0881, 2.7301, 1.0196], [1.2370, 2.3663, -0.2423], [0.9790, 3.3240, -1.1001], [1.0808, 2.8774, -2.4538], [1.2120, 1.6798, -2.7324], [1.0145, 3.9318, -3.4446], [1.1516, 3.5868, -4.7973], [1.0976, 4.5684, -5.7621], [0.9031, 5.8967, -5.3867], [0.7642, 6.2463, -4.0498], [0.8205, 5.2697, -3.0734], [2.0047, 0.5997, 2.1077], [2.1670, -0.1009, 1.0758], [3.2271, -2.3283, 1.8466], [4.5674, -2.3185, 3.0331], [4.3606, -0.9454, 1.9044], [2.3216, 0.1441, 5.5311], [1.1890, 2.3646, 5.5433], [0.7069, 3.4961, 3.4113], [0.7118, 3.7358, 1.1897], [1.3007, 2.5504, -5.0672], [1.2052, 4.3125, -6.8069], [0.8598, 6.6649, -6.1476], [0.6125, 7.2800, -3.7727], [0.7133, 5.5343, -2.0324], [3.4853, -5.7875, -4.7134], [3.1437, -4.8621, -4.1272], [2.7179, -3.7034, -3.3916], [1.4551, -3.1614, -3.6016], [1.0848, -2.0505, -2.8691], [1.8946, -1.4811, -1.9694], [3.1114, -2.0056, -1.7731], [3.5652, -3.1128, -2.4590], [0.7758, -3.5940, -4.3217], [0.1105, -1.5994, -2.9974], [3.7358, -1.5134, -1.0380], [4.5547, -3.5063, -2.2766], [-5.5688, 0.5754, 2.5462], [-5.1000, -0.1403, 1.2848], [-4.2799, 0.7385, 0.3423], [-3.0352, 1.3410, 0.9820], [-2.1603, 0.3246, 1.5856], [-1.2677, -0.4253, 0.9461], [-0.9992, -0.1877, -0.7525], [-0.6206, -1.3602, 1.6384], [0.2075, -2.4335, 1.0747], [-0.5870, -3.5733, 0.4483], [-1.3813, -4.4459, 1.4186], [-2.6239, -3.7939, 2.0196], [-6.2453, -0.0518, 3.1247], [-6.1007, 1.4970, 2.3026], [-4.7419, 0.8447, 3.2107], [-5.9657, -0.5123, 0.7354], [-4.5248, -1.0336, 1.5530], [-4.8925, 1.5698, -0.0164], [-3.9832, 0.1667, -0.5404], [-3.3017, 2.0229, 1.7892], [-2.4497, 1.8967, 0.2520], [-2.4190, 0.0301, 2.5182], [-0.8824, -1.4697, 2.6075], [0.8178, -2.8037, 1.9014], [0.8829, -1.9859, 0.3489], [0.1385, -4.1995, -0.0792], [-1.2510, -3.1628, -0.3181], [-0.7219, -4.8042, 2.2152], [-1.6948, -5.3386, 0.8750], [-2.3896, -3.0239, 2.7595], [-3.2360, -4.5334, 2.5341], [-3.2432, -3.3371, 1.2435]], "mulliken_charge": [0.72, -0.64, -0.41, 0.42, -0.60, -0.85, -0.63, 0.74, -0.73, 0.46, -0.47, 0.76, -0.88, 0.43, -0.49, -0.68, -0.35, -0.75, -0.06, 1.00, -0.81, 0.21, 0.34, 0.30, 0.54, 0.46, 0.47, 0.40, 0.39, 0.42, 0.42, 0.41, 0.43, -0.36, -0.29, 0.70, -0.65, -0.52, 0.25, -0.45, -0.67, 0.52, 0.52, 0.58, 0.53, -1.23, -0.05, -0.43, -1.08, -0.07, 0.22, -0.19, 0.02, -0.11, -0.52, -0.85, -0.93, 0.40, 0.29, 0.27, 0.41, -0.11, 0.46, 0.23, 0.59, 0.25, 0.33, 0.50, 0.51, -0.34, 0.49, 0.27, 0.33, 0.38, 0.17, 0.46, 0.20], "e_tot_ha": -2244.49884, "charge": 2, "spin_multiplicity": 5, "largest_force_ev_per_a": 0.49, "e_above_lowest_kj_mol": 0.0, "e_homo_ev": [-13.9105, -14.2449], "mol_weight_g_mol": 667.14}



{"formula": "C30H37AsBN6O2Ti", "method": "ωB97M-V/def2-TZVPD", "symbols": ["Ti", "C", "C", "N", "N", "C", "B", "N", "C", "C", "C", "N", "N", "C", "C", "C", "N", "H", "H", "H", "H", "H", "H", "H", "H", "H", "H", "C", "C", "O", "C", "C", "C", "C", "C", "C", "O", "H", "H", "H", "H", "H", "H", "H", "C", "C", "As", "C", "C", "C", "C", "H", "H", "H", "H", "H", "H", "H", "H", "H", "H", "H", "H", "H", "H", "H", "C", "C", "C", "C", "C", "C", "C", "H", "H", "H", "H", "H"], "positions_angstrom": [[-0.5921, 0.1296, -0.4882], [-1.0129, -3.3654, 2.1952], [-0.5315, -2.6975, 1.0648], [-0.9991, -1.4589, 1.0323], [-1.7848, -1.3030, 2.1044], [-1.8093, -2.4331, 2.8297], [-2.6548, -0.0570, 2.2759], [-1.8065, 1.2194, 2.1852], [-1.9271, 2.3366, 2.9191], [-1.1638, 3.3256, 2.3310], [-0.5960, 2.7068, 1.2135], [-0.9867, 1.4388, 1.1462], [-3.6213, -0.0245, 1.0620], [-4.9645, 0.0017, 1.0261], [-5.3559, 0.0169, -0.2975], [-4.1487, -0.0023, -1.0149], [-3.1177, -0.0254, -0.1809], [-0.8028, -4.3713, 2.5142], [0.1368, -3.0407, 0.2921], [-2.3834, -2.4998, 3.7377], [-3.2769, -0.0906, 3.2996], [-2.5361, 2.3566, 3.8064], [-1.0235, 4.3370, 2.6703], [0.0677, 3.1076, 0.4657], [-5.5452, 0.0061, 1.9338], [-6.3585, 0.0373, -0.6898], [-3.9860, -0.0081, -2.0803], [-1.9047, 2.6885, -3.4065], [-1.5550, 1.3706, -2.7623], [-0.9865, 1.4659, -1.5622], [-1.7964, 0.1512, -3.4071], [-2.4597, 0.0882, -4.6682], [-2.7966, -1.1070, -5.2665], [-2.4748, -2.3205, -4.6623], [-1.7904, -2.3060, -3.4488], [-1.4358, -1.1235, -2.8102], [-0.7779, -1.1822, -1.6628], [-1.5904, 3.4883, -2.7369], [-2.9820, 2.7895, -3.5825], [-1.3966, 2.8204, -4.3678], [-2.7241, 1.0156, -5.1624], [-3.3206, -1.0992, -6.2174], [-2.7359, -3.2614, -5.1315], [-1.5008, -3.2325, -2.9661], [3.0276, 2.4785, 0.7912], [2.4715, 1.6999, 1.9805], [1.7005, -0.1074, 1.5273], [1.3738, -0.4730, 4.3669], [2.3192, -0.1304, 5.5197], [3.4698, -1.0518, 1.8125], [3.3575, -2.5378, 1.4841], [3.2751, 3.5145, 1.0575], [2.3031, 2.4889, -0.0255], [3.9310, 2.0020, 0.4028], [1.6799, 2.2712, 2.4701], [3.2476, 1.5317, 2.7302], [1.1038, -1.5429, 4.3974], [0.4391, 0.1070, 4.4551], [3.2440, -0.7202, 5.4559], [1.9112, -0.3057, 6.5400], [2.6091, 0.9281, 5.4823], [3.6679, -0.9263, 2.8772], [4.2802, -0.5750, 1.2537], [2.5792, -2.9844, 2.1079], [4.2976, -3.0736, 1.6625], [3.0743, -2.6929, 0.4393], [1.4272, 0.1619, -0.4107], [2.2872, 0.0371, -1.5353], [1.9076, 0.5832, -2.8051], [2.7371, 0.5756, -3.9037], [4.0038, -0.0076, -3.8524], [4.3990, -0.5784, -2.6462], [3.5861, -0.5495, -1.5314], [0.9355, 1.0462, -2.8857], [2.3939, 1.0300, -4.8295], [4.6507, -0.0218, -4.7221], [5.3717, -1.0590, -2.5770], [3.9462, -1.0065, -0.6215]], "mulliken_charge": [-2.92, -1.33, -0.43, 0.78, 0.06, -0.34, 0.13, 0.15, -0.48, -1.22, -0.71, 1.38, -0.58, -0.20, -1.31, -0.17, 0.89, 0.39, 0.64, 0.47, -0.21, 0.44, 0.41, 0.56, 0.46, 0.40, 0.36, -2.33, 0.94, 0.00, 1.43, -1.43, -0.69, -0.71, -0.66, 0.54, 0.31, 0.39, 0.35, 0.36, 0.31, 0.34, 0.38, 0.40, -1.20, -0.86, 1.66, -0.41, -1.19, -1.06, -1.18, 0.41, 0.10, 0.32, 0.45, 0.58, 0.16, 0.02, 0.25, 0.34, 0.20, 0.37, 0.66, 0.32, 0.36, 0.22, -1.48, 2.31, -0.14, -0.76, -0.53, -0.89, -0.13, 0.30, 0.37, 0.35, 0.38, 0.15], "e_tot_ha": -4754.48349, "charge": -2, "spin_multiplicity": 2, "largest_force_ev_per_a": 5.21, "e_above_lowest_kj_mol": 191.2, "e_homo_ev": [1.1028, 1.1926], "mol_weight_g_mol": 647.27}